1.
The following is a quantum chemistry calculation of a molecular structure, C31H33CeClN2O2Si2, from the Open Molecules 2025 dataset.

CARTESIAN COORDINATES (ANGSTROEM)
C -2.501 -1.054 3.845
C -3.135 -0.396 2.739
C -3.134 -1.304 1.634
H -3.595 0.594 2.754
C -2.470 -2.516 2.042
C -2.083 -2.354 3.415
H -1.614 -3.112 4.048
H -2.468 -0.678 4.869
H -3.601 -1.121 0.666
H -2.332 -3.417 1.438
Ce -0.600 -0.687 1.933
Si -0.819 -0.967 -1.234
C -0.680 0.545 -2.374
C 0.590 0.730 -3.150
H 1.029 -0.200 -3.560
C 0.698 1.882 -4.025
H 1.685 2.107 -4.435
C -0.441 2.581 -4.370
H -0.385 3.353 -5.141
C -1.649 2.311 -3.724
H -2.539 2.860 -4.029
C -1.753 1.341 -2.706
H -2.726 1.182 -2.223
C -0.484 -2.182 -2.708
C -1.083 -2.037 -3.983
H -1.917 -1.340 -4.126
C -0.611 -2.756 -5.091
H -1.064 -2.605 -6.071
C 0.431 -3.678 -4.947
H 0.791 -4.252 -5.801
C 1.000 -3.862 -3.687
H 1.821 -4.568 -3.550
C 0.520 -3.150 -2.580
H 0.961 -3.349 -1.599
H -2.126 -1.240 -0.642
Si 1.975 1.403 -1.850
C 2.138 -0.269 -1.059
C 0.899 -0.849 -0.370
H 0.710 0.034 0.309
C 1.052 -2.137 0.360
H 0.153 -2.777 0.507
C 2.333 -2.598 0.672
H 2.454 -3.463 1.338
C 3.449 -1.966 0.124
H 4.439 -2.360 0.362
C 3.345 -0.855 -0.745
H 4.271 -0.430 -1.148
C 0.989 2.803 -1.040
C 0.347 2.666 0.189
H 0.722 1.910 0.890
C -0.711 3.512 0.532
H -1.259 3.345 1.458
C -1.062 4.577 -0.299
H -1.902 5.229 -0.046
C -0.291 4.830 -1.434
H -0.512 5.688 -2.065
C 0.765 3.979 -1.769
H 1.380 4.202 -2.641
H 3.243 1.965 -2.134
Cl 1.839 0.525 2.342
C 1.672 -0.941 6.736
O 1.053 0.285 6.274
C 0.363 0.203 5.130
O 0.246 -0.814 4.411
N -0.218 1.382 4.846
N -0.837 1.551 3.567
H 2.255 -0.612 7.592
H 2.323 -1.380 5.972
H 0.904 -1.656 7.052
H -0.017 2.171 5.459
H -0.420 2.369 3.112
H -1.808 1.817 3.743

## Properties
HOMO-LUMO gap (alpha / beta): 5.20 / 4.09 eV
Spin multiplicity: 2
HOMO (alpha / beta): -8.91 / -8.37 eV
Energy above the lowest of the compared OMol25 structures with the same formula, charge and spin: 221.4 kJ/mol
Charge: +1

=====

2.
The following is a quantum chemistry calculation of a molecular structure, C31H33ClN2O2Si2Zn, from the Open Molecules 2025 dataset.

CARTESIAN COORDINATES (ANGSTROEM)
C -4.892 -0.356 2.144
C -3.523 -0.447 2.512
C -2.785 0.470 1.709
H -3.122 -1.048 3.332
C -3.724 1.130 0.818
C -5.025 0.603 1.119
H -5.963 0.957 0.688
H -5.717 -0.872 2.639
H -1.750 0.787 1.859
H -3.503 2.034 0.243
Zn -2.840 -0.448 -0.389
Si 0.340 -0.401 -0.884
C 0.825 -1.721 0.385
C 1.641 -2.827 0.096
H 1.954 -3.019 -0.935
C 2.108 -3.632 1.139
H 2.808 -4.444 0.924
C 1.673 -3.407 2.451
H 2.028 -4.050 3.261
C 0.787 -2.362 2.720
H 0.413 -2.199 3.731
C 0.375 -1.517 1.691
H -0.324 -0.706 1.911
C 0.181 1.376 -0.111
C 0.880 1.774 1.040
H 1.494 1.057 1.594
C 0.828 3.110 1.451
H 1.449 3.439 2.288
C -0.020 4.015 0.810
H -0.043 5.062 1.119
C -0.833 3.574 -0.239
H -1.540 4.260 -0.706
C -0.728 2.264 -0.704
H -1.350 1.926 -1.540
H -1.135 -0.544 -0.328
Si 2.433 0.303 -1.467
C 2.946 2.069 -1.664
C 4.173 2.490 -1.113
H 4.904 1.741 -0.788
C 4.434 3.849 -0.935
H 5.367 4.158 -0.462
C 3.499 4.802 -1.352
H 3.684 5.863 -1.183
C 2.329 4.390 -1.998
H 1.598 5.129 -2.334
C 2.079 3.034 -2.203
H 1.178 2.713 -2.730
C 3.817 -0.593 -0.612
C 3.983 -0.441 0.773
H 3.339 0.247 1.328
C 4.954 -1.185 1.444
H 5.039 -1.085 2.528
C 5.812 -2.027 0.728
H 6.584 -2.586 1.261
C 5.687 -2.135 -0.661
H 6.374 -2.768 -1.225
C 4.687 -1.426 -1.335
H 4.570 -1.501 -2.417
H 2.070 -0.392 -2.753
Cl -0.507 -1.109 -2.690
C -7.138 -2.478 -2.184
O -6.236 -1.360 -2.414
C -5.116 -1.351 -1.718
O -4.302 -0.392 -1.787
N -4.864 -2.443 -0.962
N -3.667 -2.364 -0.147
H -7.529 -2.479 -1.154
H -6.666 -3.447 -2.414
H -7.956 -2.304 -2.880
H -5.605 -3.091 -0.679
H -3.899 -2.577 0.832
H -3.022 -3.092 -0.470

## Properties
HOMO-LUMO gap: 6.08 eV
Spin multiplicity: 1
HOMO: -6.59 eV
Energy above the lowest of the compared OMol25 structures with the same formula, charge and spin: 0.0 kJ/mol

=====

3.
The following is a quantum chemistry calculation of 5 unconnected molecules or ions with the total composition C31H33FN4O4SSi, from the Open Molecules 2025 dataset.

CARTESIAN COORDINATES (ANGSTROEM)
C -2.044 -2.960 -1.535
C -2.308 -1.558 -1.478
C -2.447 0.065 -1.134
C -1.271 1.018 -1.262
S 0.453 0.392 -1.784
O 0.976 -0.495 -0.602
O 1.483 1.556 -1.931
F 0.364 -0.632 -3.165
C -1.454 2.651 -0.946
O -0.451 3.427 -0.475
C -2.973 3.249 -1.313
C -3.149 4.808 -1.800
C -4.632 5.405 -2.177
C -5.924 4.347 -2.075
C -5.739 2.780 -1.572
Si -7.299 1.656 -1.502
C -8.742 2.638 -2.386
C -7.830 1.260 0.311
C -7.005 0.053 -2.549
C -4.265 2.197 -1.161
C -3.908 0.695 -0.619
O -4.626 -0.056 0.217
H -2.213 -4.123 -1.326
H -2.205 5.521 -1.894
H -4.827 6.514 -2.510
H -6.969 4.821 -2.398
H -8.968 3.677 -1.876
H -9.729 1.968 -2.404
H -8.385 2.763 -3.507
H -7.031 0.684 0.947
H -8.138 2.264 0.871
H -8.783 0.579 0.260
H -6.994 -0.843 -1.779
H -7.865 -0.012 -3.343
H -5.943 0.102 -3.050
C -1.950 -2.529 3.374
C -1.553 -1.557 2.425
C -0.315 -1.929 1.950
N 0.050 -3.089 2.582
C -0.944 -3.466 3.448
H -2.872 -2.545 3.941
H -2.109 -0.680 2.121
H 0.336 -1.469 1.219
H 0.916 -3.590 2.432
H -0.849 -4.364 4.043
C 6.579 0.865 -2.380
C 6.681 -0.204 -1.458
C 5.401 -0.632 -1.183
N 4.531 0.145 -1.903
C 5.241 1.057 -2.641
H 7.395 1.433 -2.809
H 7.589 -0.618 -1.041
H 5.036 -1.419 -0.537
H 3.523 0.058 -1.893
H 4.734 1.763 -3.284
C 5.639 1.254 1.580
C 6.526 2.107 2.281
C 6.631 1.622 3.566
N 5.836 0.510 3.666
C 5.232 0.275 2.459
H 5.332 1.344 0.547
H 7.033 2.979 1.891
H 7.202 1.973 4.415
H 5.716 -0.050 4.500
H 4.564 -0.566 2.328
C 4.532 -3.768 1.312
C 5.551 -3.442 2.238
C 6.297 -4.581 2.446
N 5.760 -5.584 1.681
C 4.687 -5.096 0.982
H 3.768 -3.106 0.926
H 5.723 -2.480 2.703
H 7.160 -4.763 3.072
H 6.104 -6.535 1.639
H 4.126 -5.735 0.313

## Properties
HOMO-LUMO gap: 4.59 eV
Spin multiplicity: 1
HOMO: -7.48 eV

=====

4.
The following is a quantum chemistry calculation of a molecular structure, C31H33FNO5SSbSiZr, from the Open Molecules 2025 dataset.

CARTESIAN COORDINATES (ANGSTROEM)
Zr 1.431 1.144 0.496
O 1.879 -1.539 3.863
C 2.034 -0.574 3.020
O 1.138 -0.148 2.293
C 3.403 0.048 2.958
O 3.312 0.996 1.911
C 4.219 2.123 1.921
C 3.553 3.195 1.064
O 3.786 4.351 1.194
O 2.672 2.668 0.192
H 0.968 -1.910 3.809
H 4.156 -0.715 2.748
H 3.634 0.520 3.917
H 5.180 1.829 1.496
H 4.351 2.489 2.938
C -0.355 4.900 0.949
Si -0.826 3.162 1.356
C 0.243 2.588 2.812
C -2.590 2.905 1.862
N -0.331 2.063 0.043
C -0.600 2.491 -1.288
C -1.665 3.284 -1.707
C -1.730 3.734 -3.019
C -0.742 3.416 -3.939
C 0.327 2.613 -3.558
C 0.328 2.182 -2.261
F 1.365 1.358 -1.792
H -0.489 5.540 1.824
H -0.944 5.326 0.137
H 0.699 4.945 0.660
H 0.098 3.358 3.575
H 1.337 2.562 2.688
H -0.089 1.652 3.260
H -2.789 3.441 2.793
H -2.810 1.848 2.027
H -3.297 3.280 1.120
H -2.443 3.557 -1.005
H -2.561 4.356 -3.321
H -0.794 3.795 -4.950
H 1.122 2.340 -4.239
S 2.120 -1.166 -0.444
Sb 0.052 -2.229 -0.710
C -0.862 -2.226 1.184
C -1.674 -1.167 1.583
C -2.148 -1.127 2.886
C -1.805 -2.131 3.784
C -1.001 -3.192 3.378
C -0.528 -3.246 2.069
C -1.114 -1.249 -2.132
C -2.441 -0.907 -1.893
C -3.152 -0.258 -2.895
C -2.544 0.028 -4.108
C -1.223 -0.334 -4.340
C -0.494 -0.972 -3.348
C 0.484 -4.167 -1.338
C -0.495 -4.855 -2.049
C -0.224 -6.148 -2.471
C 1.005 -6.728 -2.185
C 1.973 -6.028 -1.478
C 1.720 -4.734 -1.047
H -1.922 -0.368 0.893
H -2.792 -0.316 3.204
H -2.183 -2.102 4.797
H -0.771 -3.994 4.069
H 0.083 -4.083 1.750
H -2.932 -1.152 -0.960
H -4.186 0.012 -2.728
H -3.107 0.528 -4.885
H -0.761 -0.122 -5.295
H 0.540 -1.246 -3.527
H -1.448 -4.394 -2.282
H -0.969 -6.698 -3.029
H 1.211 -7.735 -2.522
H 2.929 -6.489 -1.269
H 2.479 -4.178 -0.510

## Properties
HOMO-LUMO gap: 7.75 eV
Spin multiplicity: 1
HOMO: -13.73 eV
Energy above the lowest of the compared OMol25 structures with the same formula, charge and spin: 29.7 kJ/mol
Charge: +2

=====

5.
The following is a quantum chemistry calculation of a molecular structure, C31H33I2N16O3PS2Ti, from the Open Molecules 2025 dataset.

CARTESIAN COORDINATES (ANGSTROEM)
Ti 16.155 2.295 11.545
I 20.900 1.147 17.630
C 19.562 1.260 15.986
C 18.439 0.352 16.075
C 17.462 0.361 15.135
I 15.898 -1.051 15.492
C 17.546 1.301 14.031
O 16.490 1.440 13.291
C 18.741 2.149 13.894
C 19.069 3.002 12.680
N 18.360 2.604 11.466
C 19.021 1.445 10.675
C 17.976 0.491 10.242
C 18.367 -0.745 9.784
C 17.378 -1.651 9.340
C 16.084 -1.169 9.156
C 15.741 0.115 9.499
N 16.636 0.907 10.122
C 19.681 2.134 14.922
H 18.417 -0.332 16.919
H 18.845 4.072 12.901
H 20.177 2.864 12.597
H 18.431 3.415 10.846
H 19.601 1.938 9.828
H 19.817 0.906 11.263
H 19.482 -0.875 9.692
H 17.671 -2.707 9.146
H 15.307 -1.818 8.784
H 14.745 0.468 9.280
H 20.608 2.750 14.932
O 14.168 -0.633 12.407
C 12.921 -0.770 11.977
C 12.307 -2.034 11.803
C 10.945 -2.116 11.554
C 10.177 -0.988 11.334
C 10.808 0.254 11.321
C 12.179 0.408 11.648
C 12.893 1.681 11.561
O 14.205 1.765 11.596
N 12.197 2.786 11.510
N 12.486 3.610 12.488
C 11.380 4.238 12.998
S 9.985 4.390 12.014
C 8.975 5.389 13.263
C 9.732 5.472 14.690
S 11.437 4.926 14.525
H 14.409 0.332 12.274
H 12.838 -2.991 11.882
H 10.400 -3.058 11.562
H 9.093 -1.103 11.199
H 10.220 1.149 11.038
H 8.056 4.838 13.297
H 8.889 6.352 12.731
H 9.180 4.937 15.446
H 9.730 6.544 14.929
N 14.797 5.374 10.971
C 15.129 5.165 12.278
N 14.952 6.075 13.235
N 15.335 5.399 14.357
N 15.697 4.224 14.116
N 15.614 4.032 12.728
C 15.634 4.937 10.014
N 15.632 5.413 8.732
N 16.447 4.520 8.117
N 16.855 3.587 8.907
N 16.349 3.809 10.137
H 14.327 6.223 10.724
C 11.209 3.823 19.486
N 12.605 3.479 19.058
C 13.194 2.261 19.647
N 12.274 1.137 19.664
C 10.949 1.532 20.188
N 10.304 2.660 19.415
C 10.073 2.206 18.015
P 11.686 1.817 17.210
C 12.695 3.382 17.646
C 12.267 0.411 18.403
H 10.926 4.628 18.767
H 11.260 4.220 20.506
H 13.495 2.505 20.696
H 14.065 1.930 19.081
H 11.100 1.984 21.207
H 10.277 0.652 20.239
H 9.478 2.914 17.379
H 9.489 1.279 18.104
H 12.130 4.159 17.080
H 13.696 3.317 17.215
H 13.222 0.122 17.989
H 11.579 -0.434 18.361

## Properties
HOMO-LUMO gap (alpha / beta): 4.47 / 4.67 eV
Spin multiplicity: 1
HOMO (alpha / beta): -6.58 / -6.71 eV
Energy above the lowest of the compared OMol25 structures with the same formula, charge and spin: 313.6 kJ/mol

=====

6.
The following is a quantum chemistry calculation of a molecular structure, C31H33KN5O6SSi, from the Open Molecules 2025 dataset.

CARTESIAN COORDINATES (ANGSTROEM)
K 0.712 0.377 0.466
O 2.135 -0.145 2.823
C 2.022 0.377 4.115
C 2.462 1.846 4.153
C 1.682 2.746 3.160
C 0.198 2.677 3.223
C -0.517 2.858 4.405
C -1.906 2.821 4.385
C -2.556 2.555 3.170
C -1.770 2.394 2.048
N -0.439 2.456 2.064
H 1.540 -0.920 2.809
H 2.692 -0.171 4.798
H 0.991 0.267 4.512
H 3.533 1.881 3.884
H 2.385 2.194 5.189
H 2.005 2.558 2.142
H 1.984 3.792 3.324
H -0.020 3.062 5.326
H -2.475 3.001 5.264
H -3.628 2.465 3.079
H -2.221 2.193 1.095
O -3.740 -0.459 -6.919
N -3.272 -1.182 -6.094
O -3.356 -2.358 -6.107
C -2.535 -0.503 -4.904
C -2.528 0.829 -4.964
C -1.897 1.611 -3.905
C -1.931 2.997 -3.881
C -1.317 3.651 -2.839
C -0.596 2.891 -1.917
N -0.548 1.580 -1.912
C -1.216 0.923 -2.891
C -1.202 -0.538 -2.884
N -0.503 -1.144 -1.895
C -0.484 -2.451 -1.817
C -1.231 -3.261 -2.688
C -1.900 -2.702 -3.741
C -1.912 -1.281 -3.879
H -2.973 1.360 -5.799
H -2.430 3.566 -4.651
H -1.338 4.727 -2.744
H -0.013 3.420 -1.149
H 0.110 -2.845 -0.980
H -1.290 -4.371 -2.517
H -2.355 -3.372 -4.455
C 4.473 -1.475 -3.387
Si 4.409 0.304 -2.606
C 6.140 0.525 -1.810
C 4.242 1.551 -4.052
C 3.172 0.587 -1.436
H 5.321 -1.729 -4.022
H 3.505 -1.669 -3.879
H 4.513 -2.145 -2.530
H 7.069 0.311 -2.366
H 6.071 -0.048 -0.878
H 6.093 1.585 -1.560
H 4.993 1.460 -4.860
H 4.300 2.535 -3.577
H 3.259 1.418 -4.492
H 2.394 1.365 -1.561
H 3.326 0.250 -0.388
O -3.740 -0.152 2.446
S -2.896 -1.188 1.853
O -3.236 -1.578 0.500
N -1.297 -0.954 2.053
C -0.755 -1.876 2.873
O 0.434 -2.032 3.160
C -1.788 -2.844 3.441
C -1.576 -3.858 4.359
C -2.658 -4.647 4.736
C -3.939 -4.412 4.221
C -4.125 -3.372 3.294
C -3.038 -2.617 2.920
H -0.605 -4.033 4.800
H -2.509 -5.452 5.438
H -4.785 -4.994 4.505
H -5.120 -3.190 2.905

## Properties
HOMO-LUMO gap: 3.83 eV
Spin multiplicity: 1
HOMO: -2.57 eV
Energy above the lowest of the compared OMol25 structures with the same formula, charge and spin: 200.6 kJ/mol
Charge: -1

=====

no.,E_tot (Eh)
1,-2975.079681
2,-4279.522231
3,-2507.862781
4,-2706.577725
5,-4885.359001
6,-3213.953306